Record 1
91
Properties=species:S:1:pos:R:3:forces:R:3 method="wB97M-V/def2-TZVPD" max_force_ev_per_a=7.5 homo_energy_ev=-11.97 spin_multiplicity=1 total_charge=+1 energy_ha=-2645.62691 gap_ev=7.334
C 2.7091 -2.6913 -1.6536 -3.139 6.717 0.943
C 2.0996 -1.5133 -1.7143 2.471 -5.087 0.476
C 1.4679 -0.0197 -1.5800 2.471 -1.110 2.182
C 2.0842 1.1657 -2.4929 -0.434 -2.206 1.409
C 3.5025 1.5378 -1.8114 1.323 0.480 -0.242
C 4.7798 1.3705 -2.8317 0.386 -0.222 0.838
O 5.9413 1.9314 -2.1080 -0.756 0.422 -1.425
C 5.1423 -0.1849 -3.1289 0.631 0.601 -1.314
N 5.7155 -0.8875 -1.9333 0.221 -0.269 -1.082
C 0.8301 2.1798 -2.3773 -1.161 0.640 -0.510
C 0.4229 3.0810 -3.6936 0.717 0.105 -0.681
C 1.1216 2.5811 -5.0614 -1.832 1.274 -0.719
C 0.2243 3.1469 -6.3225 0.589 -0.415 -0.423
Cl 2.7535 3.4605 -5.1916 -0.764 -1.094 0.394
P 0.9020 3.5683 -1.0373 -2.471 4.259 1.190
O -0.4460 4.3608 -1.0950 4.104 -3.305 0.319
O 1.2319 2.9302 0.5140 0.976 0.394 -3.483
O 2.1256 4.7515 -1.4089 -1.226 -3.532 -0.490
C -0.4866 1.3004 -1.9268 0.182 -0.980 0.207
C -2.0346 1.7227 -1.9289 0.245 -0.724 -0.249
I -2.5968 1.9926 0.2032 0.506 -0.103 -0.826
C -3.0487 0.6057 -2.5045 -0.821 -0.113 -0.564
C -3.0797 0.4765 -4.1180 -0.986 -0.246 -0.300
N -0.0297 0.1035 -1.5303 1.157 2.063 -2.394
O -0.6522 -0.9906 -1.0498 -1.277 -0.315 -0.718
H 3.2785 -3.6048 -1.2152 -1.387 2.018 -1.354
H 1.7522 0.2513 -0.4776 -0.379 -0.649 -1.824
H 2.2955 0.6299 -3.4981 -0.686 1.590 1.259
H 3.5751 2.6261 -1.4206 -0.333 -1.670 -0.759
H 3.7755 0.8641 -0.8950 -0.688 0.975 -1.731
H 4.6756 1.9977 -3.7893 -0.343 -1.327 1.310
H 6.3182 2.6615 -2.6655 -0.543 -1.085 0.848
H 5.9789 -0.1576 -3.9446 -1.718 0.105 1.043
H 4.2456 -0.7570 -3.5715 1.277 0.896 0.814
H 6.7358 -0.6827 -1.9607 -1.086 -0.118 0.359
H 5.6595 -1.9192 -2.1010 -0.063 1.280 0.166
H 0.7579 4.1884 -3.5319 -0.763 -2.059 -0.344
H -0.7099 3.1216 -3.8818 1.753 -0.281 0.610
H 1.1927 1.4418 -5.1865 0.395 1.877 0.419
H -0.6791 3.7710 -5.9834 1.462 -0.958 -0.457
H -0.1340 2.2320 -6.9220 0.348 1.480 0.917
H 0.8836 3.7813 -7.0473 -1.270 -1.161 1.488
H 2.1551 2.5423 0.4898 -1.146 0.617 0.281
H 2.5355 4.5224 -2.2917 -0.385 0.420 1.153
H -2.2450 2.7396 -2.4386 0.843 -1.755 0.989
H -2.9077 -0.4511 -2.0757 -0.051 1.862 -0.284
H -4.1186 0.9407 -2.1767 2.132 -0.509 -0.432
H -2.5856 1.3667 -4.6534 -0.566 -1.451 0.792
H -2.6871 -0.5513 -4.5115 -0.382 2.053 0.762
H -4.2045 0.4962 -4.4350 2.105 -0.003 0.496
H -0.8926 -1.5522 -1.8424 0.357 0.559 1.012
C -2.0953 -7.1711 1.3040 0.088 -0.127 0.096
C -2.2899 -5.9170 2.1440 -0.095 0.018 -0.046
C -2.6592 -4.6864 1.3138 -0.053 0.164 0.118
C -1.6020 -4.2414 0.2985 0.100 -0.261 -0.086
C -0.2246 -3.9255 0.8849 -0.048 0.056 -0.090
C -0.2442 -2.7652 1.8687 0.199 -0.025 0.098
H -1.2707 -7.0597 0.5953 -0.057 -0.039 0.010
H -1.8641 -8.0241 1.9482 -0.029 0.034 -0.133
H -3.0035 -7.4081 0.7426 0.083 0.008 -0.003
H -1.3872 -5.7256 2.7335 -0.056 0.039 -0.022
H -3.0929 -6.1024 2.8655 0.092 0.078 -0.033
H -2.8806 -3.8569 1.9951 0.013 -0.027 -0.068
H -3.5924 -4.8883 0.7753 0.055 -0.007 0.038
H -1.9775 -3.3530 -0.2247 -0.029 0.048 0.031
H -1.4873 -5.0147 -0.4704 -0.037 0.044 0.060
H 0.4537 -3.6736 0.0618 -0.007 -0.059 0.019
H 0.1990 -4.8120 1.3690 -0.079 0.026 -0.062
H -0.6191 -1.8558 1.3902 -0.047 -0.052 0.098
H 0.7680 -2.5621 2.2327 -0.118 0.045 0.026
H -0.8701 -2.9813 2.7376 0.054 0.057 -0.076
C -2.2245 2.5137 7.8339 -0.072 -0.095 0.144
C -1.1570 1.6987 7.1182 0.077 0.094 -0.026
C -0.8554 2.2066 5.7070 0.119 -0.113 -0.071
C -2.0296 2.1449 4.7250 -0.169 0.092 0.120
C -2.6425 0.7571 4.5241 0.037 0.133 -0.050
C -1.6668 -0.2483 3.9321 -0.105 -0.210 0.069
H -3.1848 2.4680 7.3140 0.043 0.041 0.046
H -2.3782 2.1279 8.8456 -0.036 0.102 -0.081
H -1.9248 3.5625 7.9140 -0.062 -0.054 -0.023
H -1.4548 0.6452 7.0917 0.037 0.039 -0.036
H -0.2339 1.7410 7.7068 -0.053 -0.057 -0.081
H -0.0120 1.6361 5.3015 -0.045 0.043 -0.001
H -0.5113 3.2455 5.7695 -0.029 -0.061 0.010
H -1.6889 2.5262 3.7547 0.007 -0.013 0.004
H -2.8173 2.8317 5.0560 0.085 -0.042 -0.026
H -3.4997 0.8506 3.8479 -0.014 0.002 0.083
H -3.0400 0.3724 5.4693 0.023 0.068 -0.060
H -1.2948 0.0953 2.9621 0.045 -0.013 0.035
H -2.1639 -1.2114 3.7808 0.112 0.075 -0.029
H -0.8108 -0.4182 4.5901 -0.025 0.007 -0.075

---

Record 2
99
Properties=species:S:1:pos:R:3:forces:R:3 method="wB97M-V/def2-TZVPD" max_force_ev_per_a=3.8 homo_energy_ev=-4.62 spin_multiplicity=1 total_charge=-1 energy_ha=-3230.77340 gap_ev=6.775
C -3.0439 -0.8536 -1.9405 -0.014 0.342 -0.114
C -2.1761 -0.0585 -2.8928 -1.360 0.638 2.462
O -1.8143 -0.5270 -3.8991 1.299 -1.393 -3.266
O -1.8999 1.1902 -2.5117 0.100 0.070 0.507
C -0.5566 1.3161 -1.9606 0.695 1.271 0.508
Al -0.4338 3.1203 -0.9471 -0.478 -0.661 -0.183
S -2.6152 3.8282 -0.6028 -0.162 0.128 0.112
H -3.0507 -1.8696 -2.3188 -0.100 -0.161 0.255
H -4.0593 -0.4552 -1.9265 -0.016 0.105 -0.099
H -2.6746 -0.7717 -0.9226 0.104 -0.130 0.028
H 0.1922 1.3721 -2.7592 -0.243 -0.285 -0.215
H -0.2765 0.4716 -1.3165 -0.398 -0.164 -0.086
H 0.3102 4.1802 -1.8873 0.064 0.235 0.013
H 0.2436 2.9119 0.4957 0.286 -0.023 0.137
H -3.2102 2.6993 -0.1611 0.331 0.110 -0.123
F -2.6372 0.2745 1.2503 -0.065 -0.001 -0.007
C -1.7544 0.0059 2.2288 0.273 -0.078 0.267
C -1.6587 -1.2862 2.7087 -0.149 -0.202 -0.092
C -0.7453 -1.5646 3.7162 0.042 0.170 0.007
C 0.0491 -0.5505 4.2347 0.074 -0.027 0.082
C -0.0646 0.7441 3.7417 -0.064 -0.249 0.021
C -0.9675 1.0253 2.7277 -0.100 0.396 -0.063
H -2.2928 -2.0607 2.2951 0.023 0.038 -0.046
H -0.6539 -2.5740 4.0968 -0.024 0.001 -0.016
H 0.7586 -0.7695 5.0236 0.007 0.006 -0.027
H 0.5523 1.5354 4.1479 -0.016 0.027 -0.057
H -1.0624 2.0259 2.3232 0.021 -0.050 -0.101
F 0.3787 4.0657 4.9185 0.046 -0.002 -0.002
C -0.4591 3.8515 5.9470 -0.226 -0.062 0.244
C -1.8213 3.8507 5.7179 -0.112 0.048 -0.278
C -2.6831 3.6238 6.7803 0.153 -0.001 0.108
C -2.1767 3.4107 8.0561 -0.072 -0.012 0.066
C -0.8052 3.4187 8.2688 -0.108 0.008 -0.097
C 0.0624 3.6351 7.2078 0.243 0.006 0.035
H -2.1965 4.0254 4.7174 0.050 -0.029 -0.010
H -3.7519 3.6132 6.6123 0.016 0.009 -0.033
H -2.8525 3.2374 8.8840 0.016 -0.001 -0.012
H -0.4091 3.2558 9.2629 0.021 -0.012 -0.022
H 1.1352 3.6360 7.3517 -0.009 0.015 -0.038
F 2.7577 1.9066 -2.0241 -0.014 -0.113 0.030
C 3.7218 2.6449 -2.5924 0.173 0.198 -0.113
C 4.1704 3.7777 -1.9421 -0.015 0.085 0.277
C 5.1735 4.5367 -2.5282 -0.037 -0.191 -0.141
C 5.7062 4.1615 -3.7559 -0.222 0.127 0.050
C 5.2380 3.0227 -4.3968 -0.015 0.067 0.153
C 4.2418 2.2538 -3.8112 -0.031 -0.197 -0.108
H 3.7353 4.0563 -0.9910 -0.070 -0.032 -0.039
H 5.5406 5.4229 -2.0259 -0.048 0.009 -0.002
H 6.4791 4.7566 -4.2081 -0.057 0.076 -0.040
H 5.6496 2.7318 -5.3551 -0.008 -0.015 0.014
H 3.8685 1.3580 -4.2904 -0.054 0.026 0.026
F 8.4868 4.0968 -4.4563 0.377 -0.020 -0.116
C 9.1521 3.0976 -3.8436 0.140 -0.270 0.180
C 8.7383 2.6825 -2.5929 -0.202 0.129 0.146
C 9.4216 1.6501 -1.9677 0.128 -0.001 -0.143
C 10.5101 1.0551 -2.5928 0.035 -0.063 0.046
C 10.9135 1.4892 -3.8482 -0.097 0.007 0.119
C 10.2278 2.5148 -4.4834 0.068 0.082 -0.226
H 7.8913 3.1630 -2.1206 -0.026 -0.018 -0.059
H 9.1036 1.3091 -0.9913 -0.024 0.029 -0.009
H 11.0433 0.2520 -2.1003 -0.009 0.011 -0.013
H 11.7636 1.0286 -4.3346 -0.020 0.011 -0.021
H 10.5211 2.8618 -5.4658 -0.024 0.025 0.018
F -2.9657 -3.1759 -0.0852 0.049 -0.086 0.142
C -3.6804 -4.2874 -0.3115 -0.150 -0.219 -0.054
C -3.0211 -5.4752 -0.5631 0.232 -0.048 0.001
C -3.7658 -6.6227 -0.7940 -0.145 0.107 0.012
C -5.1537 -6.5672 -0.7808 -0.038 -0.085 -0.027
C -5.7990 -5.3632 -0.5303 0.122 -0.097 -0.011
C -5.0594 -4.2148 -0.2886 -0.164 0.205 0.027
H -1.9393 -5.4949 -0.5776 -0.013 0.046 0.011
H -3.2624 -7.5614 -0.9859 0.020 0.024 -0.009
H -5.7322 -7.4637 -0.9662 0.006 0.016 0.009
H -6.8807 -5.3178 -0.5246 0.012 0.031 0.021
H -5.5428 -3.2681 -0.0841 0.049 0.015 -0.019
F -10.8936 -6.5166 -2.5554 -0.023 -0.044 0.005
C -10.3059 -5.3100 -2.6848 0.137 0.324 -0.026
C -11.0848 -4.1714 -2.6243 -0.241 0.001 0.038
C -10.4754 -2.9309 -2.7531 0.151 -0.105 -0.024
C -9.1030 -2.8447 -2.9497 0.007 0.102 -0.003
C -8.3366 -4.0004 -3.0126 -0.129 0.069 0.020
C -8.9405 -5.2422 -2.8738 0.172 -0.239 -0.015
H -12.1536 -4.2593 -2.4781 0.019 -0.031 0.011
H -11.0726 -2.0301 -2.7003 -0.015 -0.022 -0.005
H -8.6315 -1.8761 -3.0536 0.001 -0.022 0.002
H -7.2676 -3.9355 -3.1693 -0.006 -0.029 0.026
H -8.3579 -6.1540 -2.9120 -0.030 -0.005 -0.013
F 4.0453 -0.6061 4.3803 0.005 -0.009 0.070
C 3.9603 -0.6666 3.0330 -0.044 -0.016 -0.383
C 4.3915 -1.8059 2.3835 0.093 -0.211 0.137
C 4.2974 -1.8674 0.9995 -0.062 0.182 0.004
C 3.7851 -0.7906 0.2873 0.040 -0.058 -0.085
C 3.3611 0.3488 0.9581 0.047 -0.063 -0.048
C 3.4440 0.4097 2.3409 -0.054 0.228 0.181
H 4.7941 -2.6316 2.9566 -0.027 0.021 0.021
H 4.6242 -2.7573 0.4768 0.008 -0.003 0.029
H 3.7152 -0.8387 -0.7919 -0.030 0.025 0.019
H 2.9642 1.1894 0.4036 -0.079 -0.026 0.042
H 3.1091 1.2859 2.8810 -0.013 -0.021 0.001

---

Looking at molar mass for the records above, in order, we have 680.07, 807.87 g/mol.